This record from the OMol25 dataset describes a single C14H28N2O2 molecule. The level of theory is the ωB97M-V functional and the def2-TZVPD basis.

```
46
Properties=species:S:1:pos:R:3:lowdin_charge:R:1
C -0.2423 -3.7129 -2.2954 -0.054
N 0.6309 -4.5778 -1.5388 -0.155
C 0.4972 -4.8792 -0.2233 -0.481
O 1.2450 -5.6652 0.3298 0.045
C -0.5972 -4.1644 0.5490 -0.115
C -0.0838 -2.8200 1.0756 -0.197
C -1.1650 -2.0773 1.8571 -0.216
C -0.6644 -0.7835 2.5020 -0.212
C -0.1584 0.2799 1.5243 -0.218
C -1.2437 0.8065 0.5869 -0.211
C -0.7237 1.8323 -0.4184 -0.202
C -0.2773 3.1423 0.2260 -0.118
C 0.0444 4.1815 -0.8348 -0.466
O -0.1294 3.9813 -2.0222 0.050
N 0.5339 5.3606 -0.3730 -0.164
C 0.7926 5.6374 1.0190 -0.061
H -0.0669 5.3817 1.6397 0.085
H 1.6643 5.0859 1.3860 0.093
H 0.9893 6.7018 1.1318 0.087
C 0.9243 6.3813 -1.3195 -0.047
H 1.9947 6.5868 -1.2441 0.092
H 0.6975 6.0121 -2.3178 0.082
H 0.3673 7.3032 -1.1393 0.090
H 0.6065 2.9839 0.8459 0.113
H -1.0769 3.5269 0.8650 0.126
H -1.5096 2.0612 -1.1405 0.115
H 0.1129 1.4100 -0.9782 0.121
H -1.6696 -0.0266 0.0256 0.102
H -2.0481 1.2500 1.1792 0.118
H 0.6658 -0.1233 0.9336 0.108
H 0.2397 1.1082 2.1143 0.105
H 0.1466 -1.0321 3.1909 0.110
H -1.4783 -0.3554 3.0928 0.110
H -2.0082 -1.8616 1.1978 0.105
H -1.5351 -2.7311 2.6507 0.115
H 0.2582 -2.2055 0.2411 0.101
H 0.7751 -3.0047 1.7237 0.129
H -0.8506 -4.8015 1.3981 0.125
H -1.4930 -4.0272 -0.0564 0.110
C 1.6161 -5.2913 -2.3210 -0.046
H 1.1303 -5.8831 -3.1006 0.092
H 2.1620 -5.9527 -1.6514 0.083
H 2.3124 -4.5900 -2.7860 0.090
H -0.5923 -2.8752 -1.6988 0.074
H -1.1084 -4.2605 -2.6838 0.097
H 0.3152 -3.3127 -3.1426 0.090
```

Properties
- SMILES string: CN(C)C(=O)CCCCCCCCC(=O)N(C)C
- LUMO energy: 0.706 eV
- Largest force on an atom: 0.53 eV/A
- Kohn-Sham gap: 9.822 eV
- Total charge: 0
- E_HOMO: -0.3350 hartree
- Molar mass: 256.4 u
- Energy relative to the best compared isomer or geometry (same formula, charge and spin): 1.022 eV



This record from the OMol25 dataset describes a single C14H28N2O2 molecule. The level of theory is the ωB97M-V functional and the def2-TZVPD basis.

```
46
Properties=species:S:1:pos:R:3:lowdin_charge:R:1
C -6.6332 -1.3332 -1.3405 -0.121
C -5.7362 -1.0239 -0.1482 -0.281
C -4.4433 -0.3325 -0.5739 -0.240
C -3.5339 -0.0276 0.6137 -0.229
C -2.2415 0.6591 0.1812 -0.223
C -1.3208 0.9516 1.3620 -0.192
C 0.0083 1.5587 0.9009 -0.207
N 0.7070 0.6514 0.0071 -0.193
C 1.5049 -0.3559 0.6648 -0.152
H 0.9039 -0.7845 1.4691 0.116
C 2.8425 0.1323 1.2581 -0.121
N 3.8986 0.2677 0.2767 -0.063
C 3.8634 1.1611 -0.7437 -0.466
O 4.7594 1.2327 -1.5644 0.054
C 2.6446 2.0585 -0.8172 -0.066
H 2.5221 2.6198 0.1108 0.118
H 2.8306 2.7672 -1.6251 0.121
C 1.3600 1.2617 -1.1254 -0.170
H 0.6354 1.9262 -1.6023 0.120
H 1.6006 0.4679 -1.8404 0.131
C 5.0143 -0.6492 0.3473 -0.138
H 5.8218 -0.2142 -0.2497 0.122
H 5.3499 -0.7458 1.3841 0.130
C 4.6651 -2.0360 -0.2169 -0.253
O 5.7652 -2.9077 -0.1886 -0.057
H 6.4662 -2.5379 -0.7376 0.091
H 4.2809 -1.9172 -1.2401 0.126
H 3.8954 -2.5156 0.3935 0.116
H 3.1815 -0.5894 2.0027 0.125
H 2.6894 1.0892 1.7698 0.118
H 1.7136 -1.1470 -0.0621 0.125
H 0.6048 1.8247 1.7870 0.112
H -0.2036 2.4817 0.3572 0.122
H -1.8048 1.6484 2.0495 0.115
H -1.1320 0.0254 1.9077 0.104
H -2.4821 1.5946 -0.3288 0.117
H -1.7050 0.0235 -0.5248 0.111
H -4.0663 0.6125 1.3218 0.115
H -3.2924 -0.9596 1.1302 0.115
H -4.6868 0.5987 -1.0909 0.115
H -3.9089 -0.9716 -1.2806 0.115
H -6.2741 -0.3824 0.5538 0.107
H -5.4932 -1.9526 0.3733 0.107
H -6.1222 -1.9898 -2.0413 0.070
H -7.5483 -1.8232 -1.0159 0.065
H -6.9010 -0.4179 -1.8639 0.069
```

Properties
- SMILES string: CCCCCCCN1CCC(=O)N(CCO)CC1
- LUMO energy: 0.792 eV
- Largest force on an atom: 0.53 eV/A
- Kohn-Sham gap: 9.182 eV
- Total charge: 0
- E_HOMO: -0.3083 hartree
- Molar mass: 256.4 u
- Energy relative to the best compared isomer or geometry (same formula, charge and spin): 1.597 eV



This record from the OMol25 dataset describes a molecular structure, C14H28O28S7 at a distorted geometry. The level of theory is the ωB97M-V functional and the def2-TZVPD basis.

```
77
Properties=species:S:1:pos:R:3:lowdin_charge:R:1
C 3.2830 3.3136 -0.5405 -0.145
C 3.9254 4.5744 -1.1836 -0.155
O 4.8847 4.1255 -2.1435 -0.184
S 4.3916 2.7170 -2.7002 0.600
O 5.5053 1.9834 -3.1728 -0.197
O 3.2587 2.8805 -3.5537 -0.220
O 3.8940 2.2244 -1.2633 -0.220
H 2.2084 3.2370 -0.6469 0.108
H 3.7158 3.1956 0.4468 0.121
H 4.3780 5.2681 -0.4798 0.129
H 3.2056 5.1832 -1.7381 0.125
C 0.3896 -1.6661 1.5043 -0.143
C -0.5144 -0.9984 0.4732 -0.142
O 0.0084 0.3259 0.2524 -0.228
S 1.5099 0.4280 0.8036 0.608
O 1.7621 1.7082 1.3829 -0.226
O 2.4330 -0.1345 -0.1147 -0.199
O 1.2254 -0.6110 1.9986 -0.180
H 1.0672 -2.3940 1.0529 0.134
H -0.1806 -2.1846 2.2669 0.119
H -1.5073 -0.7785 0.8704 0.128
H -0.6742 -1.4656 -0.4960 0.129
C 6.0332 -0.5884 2.3618 -0.165
C 5.8186 0.3874 1.1933 -0.185
O 6.8068 0.0408 0.2555 -0.166
S 8.1263 -0.4453 1.0167 0.627
O 8.8083 0.7028 1.5178 -0.222
O 8.8067 -1.4077 0.2294 -0.207
O 7.3169 -1.1819 2.2071 -0.183
H 5.3390 -1.4267 2.4110 0.130
H 5.9017 -0.0127 3.2814 0.129
H 5.8359 1.4232 1.5465 0.129
H 4.7958 0.3113 0.8240 0.109
C -2.0463 -5.6234 1.7142 -0.172
C -1.9150 -6.8948 2.5557 -0.135
O -1.0651 -6.5595 3.6634 -0.191
S -0.7429 -5.0008 3.7298 0.618
O 0.6063 -4.6270 3.9812 -0.210
O -1.7561 -4.3797 4.5235 -0.225
O -1.0417 -4.7101 2.1576 -0.205
H -3.0066 -5.1198 1.8597 0.124
H -2.0086 -5.7886 0.6401 0.133
H -1.4019 -7.7014 2.0348 0.131
H -2.8458 -7.2541 2.9890 0.134
C -6.3851 -3.8015 -0.7963 -0.125
C -6.3470 -2.8150 -1.9478 -0.136
O -5.2936 -1.8656 -1.6711 -0.213
S -4.7563 -2.0035 -0.1532 0.596
O -4.8932 -0.7570 0.5190 -0.211
O -3.4793 -2.6415 -0.1624 -0.233
O -5.8762 -3.0222 0.3156 -0.197
H -5.7367 -4.6773 -0.8607 0.131
H -7.3569 -4.1676 -0.4776 0.137
H -7.2715 -2.2659 -2.1190 0.135
H -6.0169 -3.2174 -2.9065 0.137
C -1.1938 3.9115 -0.4024 -0.186
C -0.5259 4.5184 0.8502 -0.158
O -1.3612 5.5747 1.3005 -0.176
S -2.6301 5.7940 0.3257 0.631
O -2.3341 6.8205 -0.6121 -0.215
O -3.8205 5.8237 1.1001 -0.214
O -2.5355 4.3554 -0.4017 -0.184
H -1.0325 2.8343 -0.3861 0.112
H -0.6724 4.2686 -1.2943 0.130
H 0.4563 4.8879 0.5597 0.124
H -0.4204 3.7371 1.6005 0.126
C -3.0391 1.8594 -3.4347 -0.156
C -3.1857 0.8687 -2.2737 -0.125
O -1.8508 0.3816 -2.0219 -0.225
S -0.7683 1.0000 -3.0489 0.625
O -0.6679 0.2161 -4.2337 -0.201
O 0.3946 1.4170 -2.3609 -0.208
O -1.6917 2.3052 -3.3056 -0.194
H -3.6590 2.7170 -3.1647 0.135
H -3.3018 1.5923 -4.4549 0.133
H -3.7849 -0.0187 -2.4725 0.113
H -3.4976 1.2941 -1.3212 0.134
```

Properties
- LUMO energy: -0.405 eV
- Largest force on an atom: 1.91 eV/A
- Kohn-Sham gap: 10.421 eV
- Total charge: 0
- E_HOMO: -0.3979 hartree
- Molar mass: 868.8 u
- Energy relative to the best compared isomer or geometry (same formula, charge and spin): 1.070 eV